Here is a structure of composition C18H33INbO3 from the Open Molecules 2025 dataset. Energies are from ωB97M-V/def2-TZVPD.

Computed properties:
HOMO energy (eV): -5.0
LUMO level (eV): 2.070
Net charge: -1

Geometry (Å):
I1 3.971 1.914 0.690
Nb1 3.375 0.775 -1.820
C1 1.147 0.626 -1.423
C2 0.571 -0.710 -1.244
C3 -0.862 -0.863 -1.012
C4 -1.682 0.328 -0.967
C5 -1.126 1.671 -1.124
C6 0.305 1.844 -1.355
H1 3.054 2.469 -2.491
H2 5.113 0.940 -2.407
H3 3.732 -0.880 -1.071
H4 3.041 0.021 -3.452
H5 1.209 -1.616 -1.289
H6 -1.291 -1.884 -0.904
H7 -2.783 0.223 -0.798
H8 -1.761 2.584 -1.098
H9 0.736 2.858 -1.468
C7 0.720 1.743 3.887
C8 -0.013 1.705 2.562
C9 -0.445 0.254 2.482
O1 -0.644 -0.193 3.836
C10 -0.103 0.785 4.732
H10 0.789 2.741 4.322
H11 1.734 1.353 3.760
H12 -0.892 2.356 2.605
H13 0.599 2.015 1.714
H14 0.335 -0.368 2.033
H15 -1.365 0.121 1.912
H16 -0.942 1.301 5.214
H17 0.490 0.288 5.504
C11 -3.792 2.596 -5.511
C12 -2.568 1.730 -5.741
C13 -2.059 1.524 -4.325
O2 -3.210 1.554 -3.464
C14 -4.334 2.033 -4.209
H18 -4.517 2.559 -6.326
H19 -3.489 3.638 -5.371
H20 -2.868 0.771 -6.174
H21 -1.826 2.184 -6.398
H22 -1.391 2.334 -4.021
H23 -1.533 0.576 -4.202
H24 -5.003 1.185 -4.392
H25 -4.871 2.780 -3.620
C15 2.436 -4.103 4.134
C16 1.651 -2.883 3.688
C17 1.565 -3.099 2.188
O3 1.559 -4.519 1.974
C18 1.910 -5.176 3.195
H26 2.299 -4.354 5.187
H27 3.504 -3.943 3.957
H28 0.650 -2.905 4.127
H29 2.120 -1.936 3.955
H30 2.440 -2.685 1.676
H31 0.667 -2.658 1.753
H32 1.004 -5.645 3.598
H33 2.646 -5.957 2.993

Cartesian forces, eV/Å:
I 0.008 -0.150 -0.289
Nb -0.420 0.111 1.707
C -1.246 0.188 -0.587
C -1.699 1.758 0.113
C 1.166 1.870 -0.303
C 0.922 0.286 -0.051
C 1.726 -1.287 -0.077
C -1.642 -2.854 0.454
H 0.134 0.090 -0.208
H -0.304 0.024 -0.691
H 0.165 -0.284 -0.124
H 0.259 0.170 0.481
H -0.432 0.817 -0.034
H 0.219 0.984 -0.024
H 1.118 0.132 -0.249
H 0.281 -0.979 0.035
H -0.253 -0.910 0.006
C 0.355 -0.048 0.144
C -0.200 0.242 -0.205
C 0.103 -0.244 -0.086
O 0.115 0.218 0.063
C -0.253 -0.071 0.015
H -0.005 -0.040 0.005
H -0.024 0.056 -0.004
H 0.011 -0.025 -0.044
H -0.015 -0.094 0.016
H -0.016 0.088 -0.119
H 0.021 -0.079 0.082
H 0.055 0.053 0.085
H -0.061 -0.082 -0.025
C -0.068 0.334 -0.075
C -0.005 -0.272 -0.159
C 0.221 0.086 0.224
O -0.203 0.155 -0.440
C 0.001 -0.267 0.199
H -0.001 -0.001 0.044
H -0.037 -0.032 -0.011
H 0.034 0.034 -0.007
H 0.000 -0.017 0.061
H 0.084 -0.080 -0.044
H -0.031 0.057 0.157
H -0.098 0.067 -0.051
H 0.037 -0.055 0.068
C 0.338 -0.018 0.061
C -0.311 0.063 0.169
C 0.191 0.125 -0.292
O 0.058 0.006 0.308
C -0.233 -0.078 -0.149
H -0.013 -0.016 -0.039
H -0.033 -0.038 0.023
H 0.037 0.093 -0.028
H -0.029 -0.021 -0.057
H -0.059 0.097 -0.006
H 0.023 -0.113 -0.051
H 0.052 -0.059 0.097
H -0.045 0.007 -0.089